Molecular formula: C4H8N2OP
Method: DFT, the ωB97M-V functional and the def2-TZVPD basis

Positions of all 16 atoms, in Å:
C1 1.45 -0.30 -1.46
C2 0.22 -0.65 0.88
C3 0.54 0.93 -1.31
C4 -1.86 1.20 0.42
N1 1.57 -1.01 -0.23
N2 0.20 -1.49 1.87
O1 1.91 -0.57 -2.51
P1 -0.06 1.02 0.48
H1 1.00 1.81 -1.52
H2 -0.35 0.80 -1.91
H3 -2.21 0.71 -0.54
H4 -2.03 2.17 0.11
H5 -2.40 1.09 1.38
H6 1.68 -1.95 -0.25
H7 0.75 -2.46 1.85
H8 -0.39 -1.30 2.76

Summary:
**SMILES string**: CP1CC(=O)NC1=[NH2+]
**Total charge**: +1
**Lowest unoccupied orbital energy**: -5.261 eV

Molecular formula: C4H8N2OS
Method: DFT, the ωB97M-V functional and the def2-TZVPD basis

Positions of all 16 atoms, in Å:
C1 1.79 -0.24 0.07
C2 -0.81 -0.05 0.27
C3 2.05 1.14 -0.29
C4 -1.68 -0.77 1.30
N1 -1.27 0.07 -1.03
N2 0.66 -0.74 0.27
O1 -1.00 -0.26 -3.41
S1 -0.27 0.01 -2.19
H1 -0.42 0.84 0.83
H2 1.08 1.74 -0.28
H3 2.38 1.17 -1.35
H4 2.67 1.49 0.55
H5 -0.96 -0.97 2.16
H6 -2.19 -1.65 0.99
H7 -2.50 -0.11 1.61
H8 0.46 -1.67 0.50

Summary:
**Lowest unoccupied orbital energy (alpha / beta)**: -0.940 / -0.940 eV

Molecular formula: C4H8N2OS
Method: DFT, the ωB97M-V functional and the def2-TZVPD basis

Positions of all 16 atoms, in Å:
C1 0.61 -1.72 -0.36
C2 -0.34 -0.65 -0.62
C3 2.35 1.08 0.70
C4 -2.83 0.46 -0.06
N1 1.73 -1.25 0.06
N2 1.71 0.09 -0.17
O1 0.41 0.57 -0.69
S1 -1.63 -0.68 0.78
H1 0.44 -2.81 -0.25
H2 -0.85 -0.73 -1.56
H3 2.44 1.89 0.07
H4 1.84 1.04 1.68
H5 3.31 0.90 1.09
H6 -3.64 -0.11 -0.49
H7 -2.17 0.92 -0.79
H8 -3.37 1.00 0.62

Summary:
**SMILES string**: CS[C@@H]1C=NN(C)O1
**Lowest unoccupied orbital energy**: 0.895 eV

Molecular formula: C4H8N2S
Method: DFT, the ωB97M-V functional and the def2-TZVPD basis

Positions of all 15 atoms, in Å:
C1 -1.68 -1.46 -1.20
C2 0.93 0.00 -0.61
C3 0.60 1.74 0.85
C4 -0.16 0.63 1.61
H1 -2.18 -1.87 -0.19
H2 -1.81 -0.48 -1.50
H3 -1.83 -2.35 -1.83
H4 2.56 -0.45 -0.79
H5 1.86 1.62 0.54
H6 0.13 2.74 0.96
H7 0.44 -0.37 1.82
H8 -1.10 0.58 2.06
N1 2.11 0.41 -0.63
N2 -0.10 0.81 0.00
S1 0.23 -1.56 -1.09

Summary:
**SMILES string**: [H]/N=C(\SC)N1CC1
**Lowest unoccupied orbital energy**: 0.737 eV

Molecular formula: C4H8N2S
Method: DFT, the ωB97M-V functional and the def2-TZVPD basis

Positions of all 15 atoms, in Å:
C1 0.44 1.66 -0.44
C2 0.10 0.74 0.70
C3 -1.16 -1.37 -0.12
C4 1.18 -1.27 -0.13
H1 0.48 2.66 0.03
H2 -0.40 1.77 -1.16
H3 1.32 1.51 -1.06
H4 -0.84 0.86 1.14
H5 0.93 0.79 1.44
H6 -0.89 -2.28 -0.74
H7 -2.51 -0.22 0.63
H8 0.99 -2.15 -0.79
N1 0.02 -0.72 0.23
N2 -2.39 -1.09 0.11
S1 2.73 -0.89 0.16

Summary:
**SMILES string**: [H]/N=C\N(C=S)CC
**Lowest unoccupied orbital energy**: 0.271 eV

Molecular formula: C4H8N2S
Method: DFT, the ωB97M-V functional and the def2-TZVPD basis

Positions of all 15 atoms, in Å:
C1 1.63 0.42 0.82
C2 0.14 0.54 0.78
C3 -0.36 1.61 -0.16
C4 -0.54 -1.11 -0.50
H1 1.98 0.19 -0.23
H2 2.10 1.39 1.10
H3 1.82 -0.39 1.57
H4 -0.17 1.10 1.74
H5 -1.48 1.51 -0.44
H6 0.24 -0.68 -1.27
H7 -1.61 -2.02 -1.96
H8 -2.17 -2.48 -0.38
N1 -0.74 -0.66 0.74
N2 -1.33 -2.17 -0.93
S1 0.48 2.74 -0.88

Summary:
**SMILES string**: C[C@@H](C=S)/N=C/N
**Lowest unoccupied orbital energy**: 0.072 eV

Molecular formula: C4H8N2S2
Method: DFT, the ωB97M-V functional and the def2-TZVPD basis

Positions of all 16 atoms, in Å:
C1 0.51 -1.41 -2.28
C2 -0.32 0.40 0.70
C3 0.04 -0.52 1.99
C4 -0.40 1.88 0.89
H1 0.50 -0.53 -3.09
H2 1.80 -1.82 -2.09
H3 0.06 -2.30 -2.77
H4 -0.35 -1.97 -0.15
H5 -0.03 -0.02 2.89
H6 -0.45 -1.63 1.99
H7 1.20 -0.54 1.84
H8 -0.81 3.91 -0.11
N1 -0.16 -1.06 -0.99
N2 -0.26 0.20 -0.58
S1 -0.51 2.78 -0.60
S2 -0.82 2.63 2.36

Summary:
**Lowest unoccupied orbital energy**: -0.523 eV

Molecular formula: C4H8N2S3
Method: DFT, the ωB97M-V functional and the def2-TZVPD basis

Positions of all 17 atoms, in Å:
C1 2.84 0.46 0.00
C2 0.84 1.03 1.17
C3 -1.96 -2.03 0.26
C4 -0.88 1.13 -1.26
N1 1.68 0.04 0.53
N2 -1.45 -1.04 -0.32
S1 3.81 -0.59 -0.81
S2 -0.02 2.21 -0.04
S3 -2.32 0.28 -0.78
H1 2.96 1.45 0.35
H2 1.42 -0.91 0.21
H3 0.00 0.74 1.73
H4 1.41 1.48 1.98
H5 -2.96 -2.27 0.35
H6 -1.29 -2.68 0.73
H7 -1.03 1.74 -2.28
H8 -0.15 0.34 -1.55

Summary:
**SMILES string**: C=NSCSCNC=S
**Lowest unoccupied orbital energy**: 0.516 eV

Across the entries above, energy relative to the best compared isomer or geometry (same formula, charge and spin) takes the values 165.86 443.29 416.49 452.59 147.97 244.92 429.10 30.45 kJ/mol, respectively.
Across the entries above, molecular weight takes the values 131.095 132.188 132.188 116.189 116.189 116.189 148.256 180.323 g mol⁻¹, respectively.